DFT (ωB97M-V/def2-TZVPD) results for an isolated molecule of C16H23N3O3S2 at a distorted geometry.

```
47
Properties=species:S:1:pos:R:3:forces:R:3:mulliken_charge:R:1
C -5.785 -1.854 -1.271 6.679 -3.525 -6.001 -1.528
H -6.592 -1.525 -0.868 -5.231 2.031 2.577 0.567
C -4.475 -0.965 -0.892 -8.189 -3.862 4.458 -0.321
H -4.726 -0.035 -1.132 -0.657 4.014 -0.292 0.297
C -4.432 -1.402 0.500 -1.359 4.895 6.664 -0.726
N -3.414 -0.643 1.361 1.181 -2.268 -0.654 0.088
C -3.494 0.756 1.592 8.242 0.051 -1.877 -0.969
C -2.726 1.645 0.154 1.689 2.060 9.131 -0.919
N -1.397 1.158 0.074 1.717 0.204 0.752 0.383
S -0.354 1.956 -0.919 -2.444 8.342 4.646 1.371
O -0.578 1.688 -2.229 -0.125 -3.450 -7.280 -0.703
O -0.751 3.490 -0.792 2.404 -4.947 1.500 -0.785
C 1.259 1.413 -0.406 -10.318 8.281 14.569 -1.705
C 2.159 1.046 -1.083 7.078 -6.810 -14.431 0.948
C 3.401 0.631 -0.782 -4.029 4.334 12.121 0.670
C 3.673 0.942 0.793 6.613 -5.735 -10.561 0.313
C 2.860 1.464 1.536 -9.915 7.887 7.869 -0.214
C 1.531 1.890 1.085 3.748 -4.920 -5.502 -1.010
H 0.945 2.563 1.547 -2.175 1.816 1.684 0.722
H 3.087 1.932 2.606 -0.034 -1.532 -2.224 0.176
S 5.300 0.598 1.194 0.564 4.196 2.815 -0.260
C 5.551 -0.798 0.427 7.522 -2.447 -5.354 -0.139
C 7.053 -1.311 0.628 0.009 1.849 -1.661 -1.266
H 7.186 -2.255 0.136 -0.143 -0.273 -1.097 0.389
H 7.804 -0.504 0.088 -1.783 -2.163 1.996 0.289
H 7.229 -1.665 1.613 0.547 0.893 1.371 0.435
C 5.511 -0.747 -1.204 -1.014 4.830 1.878 0.294
O 6.330 -0.726 -2.085 -0.920 -1.285 0.825 -0.536
N 4.262 0.047 -1.408 7.095 -4.680 -8.848 -0.171
H 4.192 0.149 -2.438 -0.196 -0.101 0.604 0.277
H 4.912 -1.512 0.501 -4.161 -4.658 1.850 0.630
H 1.810 0.701 -2.258 0.958 1.133 2.815 0.018
C -1.272 -0.250 -0.074 3.660 -1.156 6.588 -1.195
C -2.042 -1.154 1.027 2.079 7.917 3.992 -1.013
H -2.082 -2.162 0.840 0.445 -2.297 -0.272 0.517
H -1.392 -0.662 1.999 -1.402 -2.511 -1.854 0.196
H -0.226 -0.582 -0.307 -0.791 0.290 0.871 0.440
H -1.764 -0.490 -0.801 -5.114 -2.558 -9.039 0.908
H -2.663 2.737 0.496 -0.142 -1.567 -0.548 0.367
H -3.357 1.604 -0.576 -3.346 -0.862 -4.993 0.506
H -4.363 1.129 1.653 -7.016 2.136 -0.113 0.658
H -3.031 1.224 2.596 -0.046 -1.639 -2.194 0.217
H -5.471 -0.926 1.177 2.395 -1.652 -2.467 0.217
H -4.399 -2.434 0.898 0.182 0.343 -1.268 0.384
H -3.843 -1.342 -1.455 6.657 -3.149 -5.091 0.531
H -5.805 -1.797 -2.442 -0.633 -0.066 1.995 0.354
H -5.623 -3.022 -1.100 -0.281 2.611 0.052 0.297
```
Forces are in eV/Å.

Summary:
Molecular weight: 369.51 g mol⁻¹
HOMO energy: -7.707 eV
Energy relative to the best compared isomer or geometry (same formula, charge and spin): 1703.81 kJ/mol
SMILES: CCCN1CCN(S(=O)(=O)c2ccc3c(c2)NC(=O)[C@@H](C)S3)CC1

=====

DFT (ωB97M-V/def2-TZVPD) results for a 5-piece molecular cluster, C16H23N4O overall at a distorted geometry.

```
44
Properties=species:S:1:pos:R:3:forces:R:3:mulliken_charge:R:1
O -0.092 0.404 -0.176 -1.419 5.301 -4.377 -0.285
H -0.334 -0.249 0.375 -0.543 -4.584 4.083 0.375
H -1.000 0.968 -0.223 2.413 -0.178 -0.075 0.605
H 0.731 0.930 0.021 -0.181 -0.398 0.528 0.542
N 1.205 -3.243 -1.842 -0.135 -4.225 -0.743 -0.278
C -0.016 -2.965 -2.468 0.207 -2.125 0.903 -0.758
C -0.040 -1.648 -2.620 0.240 2.787 -2.156 -0.239
C 1.361 -1.118 -2.392 -4.648 -2.160 0.170 -0.546
C 2.004 -2.109 -1.829 -6.529 -2.093 -3.174 -1.159
H 1.492 -4.306 -1.805 -0.156 3.295 0.098 0.238
H -0.728 -3.816 -2.677 0.811 1.448 0.376 0.363
H -0.924 -1.128 -3.045 1.033 -0.138 0.306 0.410
H 1.738 -0.207 -2.542 0.959 3.530 -0.482 0.817
H 2.817 -2.235 -1.417 8.431 -0.621 3.663 1.008
N -3.354 0.676 -0.104 -0.637 -0.278 -1.917 0.066
C -2.797 1.192 1.021 -2.226 0.997 2.193 -0.697
C -2.179 2.381 0.724 0.725 1.171 -0.603 -0.413
C -2.289 2.558 -0.750 -0.115 -0.761 1.188 -0.471
C -3.002 1.461 -1.202 -1.165 0.834 -0.646 -0.346
H -4.193 0.079 -0.132 1.089 0.244 0.170 0.314
H -3.304 0.971 2.012 1.355 -0.209 -1.301 0.344
H -1.763 3.094 1.504 -0.493 -1.165 -1.384 0.427
H -2.021 3.393 -1.407 0.198 -0.439 0.613 0.411
H -3.477 1.395 -2.235 0.860 -0.491 1.727 0.361
N 0.124 -2.433 0.629 -1.871 -2.044 -5.171 -0.072
C 1.197 -1.889 1.218 3.676 -2.587 -2.075 -0.153
C 0.821 -1.319 2.315 -6.289 0.162 1.599 -0.888
C -0.765 -1.511 2.421 3.884 3.876 4.524 -0.062
C -1.044 -2.066 1.309 -2.889 -3.480 -4.645 -1.042
H 0.188 -2.939 -0.405 -0.303 1.837 3.662 0.411
H 2.302 -2.168 0.905 -2.695 0.798 0.509 0.186
H 1.401 -1.051 3.061 2.577 1.660 3.421 0.874
H -1.506 -1.149 3.191 1.343 -0.412 -0.945 0.400
H -2.128 -2.312 0.984 2.339 0.069 0.082 0.283
N 1.945 2.705 -0.345 -0.247 -0.177 0.776 -0.037
C 1.205 3.155 0.778 -0.484 2.051 -2.126 -0.775
C 1.442 2.357 1.808 1.738 -2.592 4.148 0.078
C 2.425 1.348 1.368 -0.520 0.797 -1.303 -0.323
C 2.723 1.581 0.003 -3.562 2.503 4.823 -1.079
H 2.012 3.254 -1.188 0.071 -0.236 0.003 0.247
H 0.548 4.074 0.743 1.094 -1.295 -0.270 0.386
H 1.172 2.387 2.981 0.185 0.270 -3.327 0.298
H 2.795 0.525 1.981 -0.059 0.455 -0.382 0.607
H 3.286 0.979 -0.568 1.937 -1.398 -2.463 0.573
```
Forces are in eV/Å.

Summary:
Molecular weight: 287.39 g mol⁻¹
HOMO energy: -11.506 eV
Energy relative to the best compared isomer or geometry (same formula, charge and spin): 666.11 kJ/mol
Charge: +1

=====

DFT (ωB97M-V/def2-TZVPD) results for an isolated ion of composition C16H23N4O2S and charge +1 at a distorted geometry.

```
46
Properties=species:S:1:pos:R:3:forces:R:3:mulliken_charge:R:1
C 2.881 -2.160 2.010 -0.376 0.227 0.122 -1.225
C 1.498 -1.525 2.135 0.709 -0.291 0.041 -0.187
S 0.129 -2.626 1.739 -0.336 0.094 0.151 -0.129
C 0.037 -2.553 -0.068 -0.013 -0.100 -0.051 -1.105
C 0.174 -1.198 -0.638 0.084 0.217 -0.238 0.198
N 1.015 -0.780 -1.576 -0.027 -0.823 0.567 0.879
C 2.041 -1.580 -2.315 0.652 -0.046 -0.788 -0.578
N 2.208 -1.182 -3.663 -0.445 0.157 0.364 -0.405
C 1.006 -1.286 -4.499 0.292 0.060 -0.339 -0.770
N 0.870 0.518 -1.843 -0.026 0.565 -0.285 -0.941
C -0.091 0.929 -1.070 0.317 -0.310 -0.104 0.576
C -0.599 2.324 -1.019 0.064 0.009 -0.534 -0.825
O 0.446 3.149 -0.531 0.142 -0.679 0.553 -0.365
C 0.005 4.144 0.318 0.269 -0.001 0.412 0.683
C 0.397 4.024 1.754 0.755 -0.138 -0.177 -0.937
O -0.636 5.044 -0.088 -0.957 0.882 -0.662 -0.467
N -0.549 -0.118 -0.309 -0.421 0.545 0.482 0.940
C -1.645 -0.023 0.636 -0.270 -0.366 -0.199 -0.784
C -1.457 0.618 1.851 -0.299 -0.152 -0.237 0.406
C -2.542 0.718 2.714 0.091 -0.108 -0.362 -1.044
C -3.779 0.180 2.356 0.295 0.085 0.170 -0.506
C -3.949 -0.467 1.141 0.547 0.164 -0.113 -0.914
C -2.870 -0.562 0.264 -0.063 0.132 0.383 -0.107
H 3.626 -1.403 2.235 0.249 0.072 -0.147 0.370
H 3.030 -2.555 1.010 0.216 -0.059 -0.141 0.275
H 3.009 -2.957 2.731 -0.042 -0.260 0.021 0.355
H 1.482 -0.602 1.557 -0.326 0.113 -0.110 0.091
H 1.332 -1.254 3.173 -0.187 0.108 0.139 0.555
H -0.957 -2.912 -0.325 -0.157 -0.155 0.085 0.438
H 0.743 -3.229 -0.532 0.201 -0.046 -0.088 0.495
H 1.736 -2.618 -2.280 -0.215 -0.117 0.146 0.426
H 2.995 -1.480 -1.808 0.027 0.122 0.313 0.280
H 2.614 -0.259 -3.704 0.082 0.007 -0.122 0.322
H 0.170 -1.719 -3.958 -0.094 -0.165 0.132 0.184
H 0.679 -0.320 -4.869 -0.009 0.222 0.074 0.320
H 1.218 -1.898 -5.370 -0.058 -0.191 -0.058 0.325
H -1.488 2.353 -0.396 -0.112 0.167 0.089 0.399
H -0.867 2.610 -2.034 -0.109 0.160 -0.066 0.319
H 1.165 3.271 1.896 -0.022 -0.172 0.140 0.321
H 0.796 4.985 2.059 -0.036 0.154 0.158 0.369
H -0.483 3.819 2.352 -0.165 -0.097 0.092 0.237
H -0.486 1.017 2.095 0.123 0.090 0.141 0.639
H -2.412 1.217 3.660 -0.068 0.034 0.134 0.450
H -4.592 0.278 3.057 -0.200 -0.055 -0.015 0.445
H -4.895 -0.885 0.842 -0.190 -0.025 0.092 0.455
H -3.005 -1.047 -0.691 0.108 -0.032 -0.165 0.538
```
Forces are in eV/Å.

Summary:
Molecular weight: 335.45 g mol⁻¹
HOMO energy: -12.211 eV
Energy relative to the best compared isomer or geometry (same formula, charge and spin): 29.45 kJ/mol
SMILES: CCSCc1n(CNC)nc(COC(C)=O)[n+]1-c1ccccc1
Charge: +1

=====

DFT (ωB97M-V/def2-TZVPD) results for an isolated molecule of C16H23N5O3.

```
47
Properties=species:S:1:pos:R:3:forces:R:3:mulliken_charge:R:1
C -0.484 -1.326 -1.836 -0.125 0.135 0.003 -1.152
C -0.602 -2.314 -0.721 -0.301 0.320 -0.355 0.705
N -1.659 -2.571 -0.053 0.147 -0.543 0.684 -0.988
N -2.774 -1.770 -0.212 -0.019 -0.028 -0.651 0.153
C -2.741 -0.441 0.065 0.213 -0.126 0.029 0.621
O -1.701 0.154 0.312 -0.203 0.065 0.122 -0.671
C -4.067 0.234 0.053 -0.380 0.382 0.012 0.454
C -5.145 -0.213 -0.708 0.175 0.096 0.178 -0.381
C -6.327 0.511 -0.657 -0.002 -0.267 -0.135 -0.482
N -6.487 1.598 0.076 -0.461 0.221 -0.053 -0.595
C -5.460 2.029 0.788 0.308 0.044 0.164 -0.367
C -4.230 1.392 0.810 0.046 -0.224 -0.126 -0.348
H -3.405 1.769 1.394 0.058 0.052 0.042 0.425
H -5.635 2.927 1.366 0.081 0.060 0.083 0.385
H -7.190 0.204 -1.232 -0.007 -0.094 -0.088 0.375
H -5.068 -1.082 -1.344 -0.005 -0.054 -0.076 0.479
H -3.640 -2.278 -0.094 0.151 0.179 0.083 0.342
C 0.624 -3.038 -0.296 0.322 -0.156 0.244 -0.889
H 0.353 -3.918 0.291 -0.002 0.030 -0.042 0.382
H 1.230 -3.352 -1.145 0.011 0.039 0.045 0.381
C 1.531 -2.185 0.618 -0.390 -0.292 -0.366 0.523
O 2.692 -2.493 0.788 0.408 -0.184 0.003 -0.659
N 0.937 -1.141 1.215 -0.240 0.388 0.152 0.216
H -0.009 -0.865 0.978 0.022 -0.166 -0.024 0.179
C 1.633 -0.294 2.155 0.189 0.330 0.042 -0.894
C 1.791 1.159 1.663 -0.009 -0.273 0.201 -1.058
N 2.705 1.406 0.574 -0.021 -0.076 -0.087 0.036
C 4.061 0.925 0.771 0.196 0.167 -0.296 -0.473
H 4.404 1.220 1.764 0.055 -0.023 0.030 0.451
C 4.950 1.573 -0.293 0.108 -0.053 0.401 -0.776
H 5.972 1.198 -0.226 -0.037 0.053 0.046 0.363
O 4.504 1.270 -1.595 0.071 -0.134 -0.092 -0.401
C 3.169 1.679 -1.773 -0.406 -0.068 -0.030 -0.905
C 2.247 1.017 -0.746 0.272 0.232 -0.283 0.097
H 1.224 1.371 -0.887 -0.039 -0.034 -0.033 0.355
H 2.286 -0.073 -0.896 -0.060 0.048 -0.048 -0.053
H 2.894 1.390 -2.789 -0.033 0.047 0.043 0.360
H 3.096 2.772 -1.669 -0.033 -0.081 -0.024 0.400
H 4.947 2.665 -0.147 0.028 -0.090 0.017 0.369
H 4.131 -0.171 0.671 0.008 0.047 0.088 0.230
H 2.139 1.754 2.514 -0.117 -0.012 0.039 0.362
H 0.809 1.534 1.361 -0.009 0.070 0.086 0.527
H 2.610 -0.746 2.338 -0.122 0.031 0.070 0.517
H 1.071 -0.277 3.095 0.104 -0.003 -0.007 0.393
H 0.365 -1.562 -2.471 0.036 -0.060 -0.049 0.420
H -0.353 -0.319 -1.438 0.045 -0.024 -0.019 0.124
H -1.398 -1.322 -2.431 -0.031 0.026 -0.022 0.471
```
Forces are in eV/Å.

Summary:
Molecular weight: 333.39 g mol⁻¹
HOMO energy: -8.222 eV
Energy relative to the best compared isomer or geometry (same formula, charge and spin): 287.65 kJ/mol
SMILES: C/C(CC(=O)NCCN1CCOCC1)=N\NC(=O)c1ccncc1

=====

Look up the molecular weight of the first one. 369.51 g mol⁻¹

=====

molecular weight of number 1 (C16H23N3O3S2)? 369.51 g mol⁻¹